Entry 1:
C36H98N2O28P8 | ωB97M-V with the def2-TZVPD basis set

Properties
**E_tot**: -6378.1209 Eh
**SMILES string**: CC(C)=CCC[C@@H](C)CC[PH2](N)CCCCCN.COP(=O)(OC)OC.COP(=O)(OC)OC.COP(=O)(OC)OC.COP(=O)(OC)OC.COP(=O)(OC)OC.COP(=O)(OC)OC.COP(=O)(OC)OC

Cartesian coordinates (Å):
P: 8.07 -2.12 -2.48
P: -0.85 -1.08 0.38
P: -6.48 4.98 6.49
P: -4.12 6.75 0.39
P: 8.73 -1.55 4.27
P: -7.45 1.21 -6.54
P: 0.41 -9.82 -3.19
P: -2.89 -2.69 -3.82
O: 7.77 -1.51 3.03
O: 1.09 -11.21 -2.93
O: 6.63 -1.56 -2.75
O: -5.29 5.57 5.64
O: -4.65 7.50 1.69
O: -8.50 2.00 -7.44
O: 1.16 -8.85 -2.17
O: -3.58 5.42 0.67
O: -2.47 -4.22 -3.76
O: -6.28 4.93 7.94
O: -1.05 -9.73 -3.09
O: -3.16 7.82 -0.25
O: -3.64 -2.19 -2.67
O: 1.02 -9.54 -4.62
O: 7.62 -1.53 5.40
O: 8.32 -2.72 -1.16
O: -6.08 1.73 -6.65
O: 8.88 -0.80 -2.79
O: -7.61 5.92 5.93
O: -6.85 3.57 5.85
O: 9.41 -0.11 4.25
O: -5.27 6.82 -0.69
O: -8.04 1.12 -5.09
O: -3.62 -2.46 -5.22
O: -1.46 -2.09 -4.07
O: 9.71 -2.63 4.37
O: -7.69 -0.28 -6.97
O: 8.31 -3.12 -3.69
N: -1.66 -2.44 1.28
N: 3.99 0.28 2.47
C: -8.05 2.29 -4.26
C: 3.17 -1.65 -0.03
C: -3.49 -5.20 -3.56
C: -6.41 5.97 -0.53
C: 10.68 0.09 4.88
C: -0.07 0.54 -0.36
C: 1.50 4.02 2.55
C: 5.53 -2.48 -2.67
C: 0.69 -8.32 -5.29
C: 10.31 -0.82 -2.67
C: -1.36 -0.67 -4.26
C: 8.36 -1.44 1.71
C: 0.66 1.54 4.32
C: 1.92 -1.54 0.83
C: 2.32 2.60 -0.01
C: 0.06 1.65 0.68
C: 0.67 4.05 3.81
C: -0.64 3.16 5.80
C: 0.87 -11.83 -1.65
C: 0.64 4.05 1.26
C: 4.57 -1.02 2.11
C: 0.27 2.98 4.59
C: -1.99 8.18 0.49
C: 0.54 -7.61 -1.78
C: 8.03 -1.55 6.77
C: -8.28 3.39 -7.73
C: 4.52 -1.22 0.59
C: -5.20 6.74 2.79
C: -5.05 -2.37 -5.27
C: 9.25 -4.20 -3.55
C: -8.95 5.70 6.39
C: -6.38 2.36 6.47
C: -7.35 -0.65 -8.32
C: 0.85 2.90 0.26
C: 0.67 -2.05 0.08
C: -3.99 4.98 5.78
H: -2.08 -3.09 0.63
H: 0.49 -3.10 0.31
H: -7.18 2.92 -4.47
H: 0.80 4.99 0.74
H: 9.03 -2.28 1.55
H: 1.43 1.43 3.55
H: -4.30 -4.82 -2.93
H: 2.43 1.78 -0.72
H: -6.24 6.49 2.59
H: 0.89 0.29 -0.81
H: -9.32 4.73 6.04
H: -0.53 2.33 6.50
H: -9.56 6.49 5.96
H: 0.76 -8.52 -6.36
H: -6.14 5.03 -0.06
H: 8.94 -2.15 6.89
H: -5.14 7.36 3.67
H: -5.30 -1.89 -6.21
H: -8.97 2.85 -4.43
H: 1.80 -0.51 1.18
H: 2.14 4.91 2.56
H: 8.88 -0.49 1.59
H: 0.67 -6.86 -2.56
H: -0.52 -7.77 -1.59
H: -6.31 -0.41 -8.54
H: -0.30 -0.44 -4.32
H: -1.40 7.30 0.72
H: 11.34 -0.74 4.67
H: -8.01 -0.14 -9.02
H: -6.48 2.43 7.56
H: 10.62 0.20 -2.44
H: -0.73 0.89 -1.17
H: 10.26 -3.85 -3.70
H: 1.33 -11.24 -0.86
H: 0.42 3.25 -0.69
H: -8.02 1.96 -3.23
H: 2.16 3.16 2.57
H: 9.16 -4.66 -2.56
H: -3.84 4.61 6.80
H: 3.00 -1.05 -0.94
H: 1.40 -7.54 -5.02
H: -7.51 -1.72 -8.39
H: -3.02 -6.05 -3.05
H: -8.59 4.01 -6.89
H: -0.33 -8.00 -5.05
H: 10.63 -1.48 -1.87
H: 5.54 -3.01 -1.72
H: -9.00 5.75 7.48
H: -1.86 -0.37 -5.18
H: 2.84 2.31 0.90
H: 1.03 -7.28 -0.87
H: 4.62 -1.88 -2.73
H: -8.90 3.63 -8.60
H: -3.88 -5.54 -4.52
H: 7.23 -2.01 7.34
H: -5.49 -3.37 -5.25
H: 3.99 -1.80 2.61
H: 1.34 -12.80 -1.70
H: 2.04 -2.16 1.72
H: -2.43 -2.06 1.82
H: 10.76 -1.12 -3.62
H: -0.20 -11.94 -1.46
H: 5.61 -1.14 2.44
H: 4.84 -0.28 0.13
H: -1.80 -0.14 -3.41
H: 7.54 -1.51 1.00
H: 5.28 -1.95 0.33
H: 4.45 1.00 1.92
H: 11.09 1.01 4.47
H: -1.79 -1.12 -0.66
H: -6.81 5.78 -1.52
H: -5.43 -1.78 -4.45
H: 1.02 1.07 5.23
H: 5.56 -3.18 -3.50
H: -7.23 3.58 -7.96
H: -5.35 2.16 6.20
H: 0.85 -1.97 -1.00
H: 0.49 1.25 1.61
H: -0.38 4.09 6.33
H: -2.26 8.70 1.41
H: -3.88 4.16 5.07
H: -7.01 1.55 6.10
H: -4.63 5.83 2.94
H: 0.33 5.05 4.13
H: -0.96 1.97 0.94
H: 9.00 -4.93 -4.32
H: 8.19 -0.54 7.13
H: -1.69 3.21 5.50
H: -7.17 6.49 0.07
H: 3.25 -2.69 -0.35
H: -3.24 5.74 5.56
H: -0.42 4.03 1.57
H: 2.83 3.47 -0.44
H: 10.56 0.21 5.96
H: 4.19 0.49 3.43
H: -0.22 0.96 4.00
H: -1.42 8.85 -0.15
H: -1.13 -0.32 1.55

=====

Entry 2:
C53H54HgN3O4P2S | ωB97M-V with the def2-TZVPD basis set

Properties
**Spin multiplicity**: 2
**E_tot**: -3751.4000 Eh
**Charge**: -2

Cartesian coordinates (Å):
Hg: -0.55 -0.29 -1.04
S: 1.18 4.73 -4.90
P: -1.04 0.48 1.96
P: 1.58 0.31 1.26
O: -0.14 4.59 -5.46
O: 2.12 2.26 -0.21
O: 0.97 1.98 -2.10
O: 2.23 5.15 -5.80
N: -2.14 -2.05 1.59
N: 0.84 1.47 3.76
N: 1.62 3.29 -4.28
C: 2.33 -1.59 3.21
C: -0.12 6.24 -2.98
C: 2.22 6.71 -3.29
C: 2.93 3.18 -3.67
C: -0.18 7.24 -2.03
C: 2.23 -2.79 3.91
C: 1.79 1.53 2.67
C: 1.24 4.23 6.90
C: 1.44 -1.23 2.23
C: -0.67 2.91 0.54
C: -0.26 0.55 3.66
C: 1.22 -3.70 3.56
C: -0.61 5.16 1.34
C: -2.81 0.59 2.44
C: 2.00 3.32 4.80
C: -4.95 1.68 2.22
C: -0.97 2.43 1.80
C: 5.20 -3.34 -3.51
C: 0.15 -3.10 -3.68
C: 5.66 0.80 0.59
C: 2.55 -2.43 -3.42
C: 3.51 -1.78 -4.18
C: 0.82 -0.76 -4.19
C: 0.14 2.33 5.93
C: -0.50 4.27 0.30
C: -3.33 -0.16 3.50
C: 0.98 2.34 4.79
C: 5.04 -1.42 -0.04
C: 0.90 9.05 -0.64
C: 4.82 -2.23 -4.23
C: 4.37 1.06 0.99
C: 6.01 -0.44 0.08
C: 0.35 -3.44 2.56
C: 0.33 -2.14 1.84
C: 2.12 4.23 5.83
C: 1.90 2.44 -1.41
C: 3.38 0.09 0.89
C: 2.96 -3.55 -2.69
C: 4.26 -4.00 -2.73
C: 1.11 -1.96 -3.29
C: 2.15 7.69 -2.33
C: -5.43 0.98 3.31
C: 3.74 -1.15 0.36
C: -1.08 -1.49 1.97
C: 0.26 3.26 6.94
C: -3.65 1.48 1.79
C: 1.09 5.98 -3.61
C: 1.06 -1.68 -1.78
C: 0.95 7.97 -1.68
C: -4.62 0.04 3.93
C: -1.15 3.35 2.82
C: 2.90 3.40 -2.16
C: -0.94 4.70 2.61
H: -1.45 3.03 3.81
H: 2.24 -4.05 -2.06
H: -1.13 7.46 -1.55
H: 3.58 3.91 -4.17
H: 6.23 -3.70 -3.54
H: 2.59 4.43 -1.92
H: 3.04 8.25 -2.06
H: -1.04 5.40 3.43
H: -0.88 -2.77 -3.53
H: 2.99 -1.92 0.26
H: -5.01 -0.53 4.77
H: 2.92 4.96 5.79
H: 3.14 -0.92 3.45
H: 7.03 -0.63 -0.24
H: 3.89 3.24 -1.73
H: -0.44 3.23 7.77
H: 0.95 2.81 -3.66
H: -0.99 5.68 -3.27
H: -0.41 -4.17 2.29
H: -2.05 -3.00 1.22
H: -0.24 -0.52 -4.14
H: -1.08 0.88 4.32
H: 4.55 -4.87 -2.15
H: 3.31 2.18 -3.88
H: 0.03 -0.46 3.99
H: 3.25 -0.90 -4.75
H: 0.28 -3.38 -4.72
H: 2.79 1.35 3.07
H: -0.13 9.24 -0.32
H: -2.70 -0.90 3.98
H: -3.27 2.04 0.94
H: -6.44 1.16 3.68
H: 1.32 9.98 -1.02
H: -0.26 4.61 -0.70
H: 1.17 -4.65 4.09
H: -0.55 2.21 -0.28
H: 5.29 -2.38 -0.45
H: -0.63 1.58 6.03
H: 1.85 -0.92 -1.61
H: 1.36 0.12 -3.87
H: 2.92 -3.03 4.70
H: 1.33 4.97 7.69
H: 1.77 2.51 2.18
H: 5.55 -1.70 -4.83
H: 1.48 8.75 0.24
H: 2.70 3.37 3.99
H: -5.58 2.40 1.72
H: 6.42 1.57 0.68
H: 3.14 6.49 -3.81
H: 0.38 -2.30 0.74
H: -0.44 6.22 1.17
H: 4.11 2.05 1.36
H: 1.06 -0.98 -5.23
H: 0.32 -3.98 -3.06

=====

Entry 3:
C19H17BrN2O2 | ωB97M-V with the def2-TZVPD basis set

Properties
**E_tot**: -3568.2940 Eh
**SMILES string**: Cc1cccc(CCNC(=O)c2cc(=O)[nH]c3ccc(Br)cc23)c1

Cartesian coordinates (Å):
Br: -3.57 1.93 0.82
O: 0.72 -0.23 3.12
O: 4.45 2.39 -0.27
N: 1.46 -1.68 1.58
N: 2.25 2.87 -0.44
C: 1.46 -1.54 -0.94
C: -2.79 -0.98 -1.06
C: -1.95 -0.16 -1.79
C: 1.61 0.71 1.13
C: 2.90 0.98 0.86
C: -1.38 3.30 -0.39
C: 0.56 1.57 0.65
C: 0.93 2.66 -0.16
C: -2.27 -2.01 -0.28
C: -0.79 1.36 0.94
C: -0.58 -0.35 -1.73
C: -0.05 3.51 -0.68
C: -1.73 2.22 0.43
C: -3.18 -2.88 0.52
C: 1.23 -0.43 2.03
C: 2.06 -2.14 0.34
C: -0.89 -2.19 -0.24
C: 3.31 2.11 0.03
C: -0.03 -1.36 -0.95
H: 1.93 -0.57 -1.15
H: -1.08 0.54 1.57
H: 1.93 -3.22 0.33
H: 1.19 -2.39 2.24
H: -0.49 -3.00 0.35
H: -2.63 -3.68 1.02
H: -3.69 -2.29 1.28
H: 3.13 -1.94 0.35
H: -2.36 0.63 -2.40
H: -2.14 3.95 -0.78
H: 3.71 0.37 1.25
H: -3.86 -0.83 -1.09
H: -3.94 -3.33 -0.12
H: 0.08 0.31 -2.29
H: 0.24 4.35 -1.30
H: 2.51 3.66 -1.02
H: 1.75 -2.21 -1.76

=====

Entry 4:
C53H72N9O2SY | ωB97M-V with the def2-TZVPD basis set

Properties
**Energy above the lowest of the compared OMol25 structures with the same formula, charge and spin**: 0.00 kJ/mol
**E_tot**: -3142.7859 Eh

Cartesian coordinates (Å):
Y: -1.11 0.26 -0.06
S: 0.91 -0.66 -1.68
O: -1.12 2.15 -1.27
O: -0.17 -0.83 1.61
N: -3.53 1.04 -0.70
N: -3.20 1.34 1.62
N: -1.33 -1.67 -2.92
N: -2.04 -0.78 -2.15
N: -0.17 2.13 1.56
N: -2.68 -1.73 0.66
N: -2.18 -5.81 3.28
N: 0.65 -2.61 -3.43
N: -0.43 -7.38 3.67
C: 1.39 -3.33 1.48
C: 3.96 -0.46 1.37
C: -3.58 -0.84 -4.03
C: -3.21 -3.08 4.09
C: -2.69 -1.93 1.99
C: -5.43 0.29 -2.12
C: -3.74 0.97 2.93
C: -2.67 -4.02 4.87
C: 3.34 -1.71 1.30
C: 2.49 -4.41 1.45
C: 1.98 -1.92 1.45
C: -6.56 0.87 -1.40
C: 0.03 3.49 -5.40
C: 5.98 1.06 1.38
C: -4.23 1.38 0.55
C: -3.90 -3.77 0.44
C: -2.58 2.68 1.74
C: 5.46 -0.35 1.13
C: -6.59 0.94 -0.07
C: -1.87 3.48 -3.83
C: 1.16 -0.78 1.63
C: -0.04 -1.67 -2.71
C: -0.22 -6.81 4.85
C: 3.15 0.62 1.66
C: 2.15 3.66 -0.81
C: -1.24 2.60 2.46
C: 5.76 -0.73 -0.32
C: -1.94 -5.23 4.46
C: 0.88 3.16 -0.56
C: -5.44 0.47 0.77
C: 0.93 1.57 2.39
C: -3.28 -3.02 2.61
C: 1.71 3.54 -3.13
C: 1.77 0.47 1.81
C: -4.13 0.33 -1.79
C: 0.03 2.75 -1.60
C: 4.36 4.39 -3.86
C: -1.41 -6.84 2.95
C: -3.18 -0.43 -2.64
C: 0.46 -3.60 0.30
C: -0.95 -5.74 5.30
C: -0.50 2.84 -4.13
C: 4.08 5.84 -1.86
C: -0.69 1.35 -4.41
C: 2.61 3.83 -2.11
C: 0.62 -3.52 2.80
C: 4.01 4.39 -2.37
C: 6.22 -1.30 2.07
C: 0.43 3.03 -2.93
C: -3.26 -2.67 -0.09
C: -3.91 -3.96 1.81
C: 0.28 3.32 0.80
C: 5.05 3.55 -1.63
H: 5.51 1.78 0.71
H: 5.00 2.50 -1.95
H: -0.20 -2.80 2.88
H: 2.03 3.72 -4.14
H: -7.41 1.17 -1.99
H: -1.37 1.21 -5.25
H: -4.04 -1.83 -4.03
H: -5.74 0.49 1.81
H: -0.99 3.57 2.89
H: -2.67 -3.83 5.93
H: 5.38 4.76 -3.99
H: 6.84 -0.66 -0.52
H: 6.06 3.92 -1.82
H: -4.61 2.41 0.49
H: 4.31 3.39 -4.28
H: -4.12 -0.05 2.92
H: 0.27 0.88 -4.66
H: -2.69 -0.90 -4.64
H: -4.39 -4.82 2.25
H: 2.76 3.97 0.03
H: 0.46 1.15 3.28
H: -7.46 1.35 0.43
H: 5.94 -2.34 1.92
H: 6.02 -1.05 3.12
H: 0.99 -3.50 -0.65
H: 5.08 6.25 -2.03
H: 0.21 4.56 -5.27
H: -2.54 3.35 -4.68
H: -0.38 -2.91 0.29
H: 0.97 3.90 1.44
H: 1.58 2.39 2.72
H: 3.04 -4.39 0.51
H: 5.44 -1.75 -0.54
H: 3.57 1.61 1.80
H: 5.24 -0.06 -1.01
H: -1.32 1.90 3.29
H: -0.71 3.37 -6.19
H: -1.75 4.56 -3.65
H: -4.54 1.65 3.25
H: -5.69 -0.26 -3.01
H: 5.80 1.38 2.41
H: 3.87 5.89 -0.79
H: 1.65 -2.50 -3.49
H: 4.88 3.58 -0.55
H: -2.32 3.04 -2.95
H: 0.17 -3.06 -4.18
H: -0.60 3.96 0.66
H: -2.16 -1.19 2.58
H: -3.59 -2.20 4.60
H: 3.19 -4.29 2.27
H: -1.61 -7.29 1.98
H: -4.27 -0.13 -4.46
H: -4.36 -4.49 -0.23
H: 2.02 -5.39 1.54
H: 1.28 -3.40 3.65
H: 0.96 3.02 -5.74
H: 3.35 6.47 -2.37
H: -3.21 -2.53 -1.16
H: -1.09 0.85 -3.54
H: 0.20 -4.53 2.83
H: 7.06 1.10 1.20
H: 7.30 -1.22 1.90
H: -0.75 -5.28 6.26
H: -2.42 3.08 0.74
H: -2.95 1.01 3.68
H: 0.06 -4.62 0.36
H: 0.57 -7.24 5.46
H: -3.01 1.84 -1.08
H: -3.26 3.36 2.27
H: 3.70 5.04 -4.43
H: 3.97 -2.57 1.11
H: -5.17 -0.56 0.51